# 1
Below is a molecular structure, C30H31F5IrN5O7PSTe in a non-equilibrium geometry, with properties calculated with ωB97M-V with the def2-TZVPD basis set.

Each line ends with the Löwdin charge.
Cartesian coordinates (Å):
Ir: 0.39170 -0.37783 0.61686  1.475
C: 3.35886 2.78095 -5.87499  -0.039
C: 3.30892 2.45760 -4.40948  -0.254
C: 2.08299 2.32322 -3.75438  -0.024
C: 2.02402 2.00686 -2.41082  -0.058
C: 3.20961 1.80709 -1.71339  -0.285
C: 4.44053 1.95463 -2.33186  -0.042
C: 4.47970 2.27768 -3.68008  -0.016
S: 3.13870 1.41719 -0.00288  0.624
O: 2.17141 2.34008 0.57529  -0.443
O: 4.45746 1.36753 0.53429  -0.239
N: 2.39799 -0.06132 0.07145  -0.261
C: 3.15805 -1.21008 -0.24539  -0.242
C: 4.42406 -1.25062 -0.77810  0.006
C: 5.06349 -2.48049 -1.04681  -0.039
C: 4.46264 -3.67554 -0.78426  -0.016
C: 3.16020 -3.68269 -0.23491  -0.140
C: 2.45284 -4.85977 0.09004  0.025
C: 1.19544 -4.78302 0.62565  -0.017
C: 0.62462 -3.51990 0.82607  -0.085
N: 1.26787 -2.41192 0.53007  -0.011
C: 2.52158 -2.45613 0.01860  -0.163
H: 2.51110 3.39661 -6.17282  0.082
H: 3.32629 1.86514 -6.46901  0.090
H: 4.27634 3.30805 -6.13178  0.083
H: 1.16449 2.48304 -4.30619  0.120
H: 1.07086 1.93632 -1.89968  0.101
H: 5.35130 1.83355 -1.76049  0.119
H: 5.43770 2.40083 -4.16949  0.122
H: 4.97032 -0.34399 -0.97744  0.090
H: 6.06300 -2.45896 -1.45967  0.117
H: 4.96529 -4.61354 -0.97956  0.121
H: 2.92030 -5.82061 -0.08689  0.128
H: 0.63534 -5.66862 0.88815  0.115
H: -0.37593 -3.40437 1.22317  0.123
C: -5.24650 2.73499 0.24090  -0.105
N: -4.98247 1.24229 0.00372  -0.052
C: -5.12804 0.51431 1.35131  -0.090
N: -4.26376 1.08437 2.31974  -0.129
C: -4.52752 2.51211 2.49100  -0.131
N: -4.37285 3.24825 1.23432  -0.132
C: -2.95937 3.36188 0.82135  -0.180
P: -2.32471 1.67382 0.60977  0.769
C: -3.60263 1.02886 -0.53961  -0.129
C: -2.83277 0.79248 2.12134  -0.186
H: -6.28422 2.81166 0.56652  0.147
H: -5.11482 3.23753 -0.71611  0.147
H: -5.66412 0.86794 -0.65918  0.189
H: -4.90201 -0.53480 1.16739  0.154
H: -6.17039 0.63459 1.64729  0.148
H: -3.83317 2.91504 3.22584  0.150
H: -5.54709 2.64412 2.85539  0.143
H: -2.39199 3.90920 1.56911  0.100
H: -2.88480 3.89107 -0.13151  0.121
H: -3.45281 -0.04089 -0.71908  0.072
H: -3.51925 1.54298 -1.49950  0.130
H: -2.26978 1.09896 3.00054  0.099
H: -2.67419 -0.27821 1.96932  0.106
O: -2.96538 -1.75582 -1.48466  0.047
C: -1.76387 -1.66760 -1.28236  -0.554
O: -1.31065 -1.27875 -0.10792  -0.231
C: -0.76788 -2.02898 -2.33539  -0.139
C: 0.41320 -1.32562 -2.51252  -0.050
C: 1.34381 -1.67069 -3.49681  0.039
C: 1.02730 -2.75188 -4.28040  -0.204
O: 1.75138 -3.29567 -5.29318  0.046
C: 0.98054 -4.39228 -5.79916  -0.105
O: -0.22200 -4.46553 -5.03080  0.045
C: -0.16172 -3.45233 -4.12121  -0.195
C: -1.08743 -3.11182 -3.17332  0.085
H: 0.62599 -0.44674 -1.91490  0.060
H: 2.25775 -1.10962 -3.63764  0.125
H: 1.54604 -5.31618 -5.67674  0.140
H: 0.73342 -4.20513 -6.84431  0.141
H: -2.01978 -3.64577 -3.05796  0.138
F: -0.55175 2.95457 2.34358  -0.523
Te: 0.94338 1.62136 2.62471  1.925
F: 0.05462 -0.64936 2.67274  -0.597
F: 1.84819 3.12333 3.21995  -0.386
F: 2.48824 0.68763 3.20858  -0.455
F: 0.18359 1.46551 4.32268  -0.409
O: -0.98481 1.43894 -0.01799  -0.451

Values from the calculation:
- total charge = +1
- E_HOMO (spin up / spin down) (eV) = -10.57 / -10.55
- multiplicity = 5
- calculated total energy (hartree) = -3573.2594
- largest force on an atom (Eh/bohr) = 0.029

=====

# 2
Below is a molecular structure, C30H31InN6O7S3, with properties calculated with ωB97M-V with the def2-TZVPD basis set.

Each line ends with the Löwdin charge.
Cartesian coordinates (Å):
In: -0.13214 -1.37795 0.93890  0.767
O: -4.18488 -1.26064 -1.79116  0.062
C: -4.17985 -2.55521 -2.12587  -0.266
C: -5.04140 -2.95267 -3.15423  -0.026
C: -5.10011 -4.27327 -3.54777  -0.109
C: -4.29812 -5.23214 -2.93368  -0.115
C: -3.44458 -4.84235 -1.91882  -0.041
C: -3.36652 -3.51659 -1.49352  -0.066
C: -2.45468 -3.13361 -0.37793  -0.447
O: -2.39245 -1.91725 -0.03454  -0.155
N: -1.77790 -4.13276 0.18720  0.065
N: -0.96283 -3.64301 1.14980  -0.053
C: -0.31999 -4.47768 1.86854  -0.087
C: 0.51134 -3.98144 2.96805  -0.278
C: 1.35032 -4.84283 3.67088  -0.030
C: 2.11259 -4.33296 4.70362  -0.077
C: 2.01544 -2.98357 5.00831  -0.063
C: 1.15266 -2.20239 4.25461  -0.149
N: 0.41036 -2.68424 3.26692  0.071
H: -3.46989 -1.15121 -1.10936  0.079
H: -5.65033 -2.19354 -3.62576  0.109
H: -5.77671 -4.56165 -4.34400  0.092
H: -4.34198 -6.26734 -3.24496  0.086
H: -2.80640 -5.55986 -1.42201  0.100
H: -0.40482 -5.54789 1.68684  0.121
H: 1.39581 -5.88858 3.39669  0.107
H: 2.77756 -4.97913 5.26472  0.101
H: 2.59539 -2.53923 5.80460  0.097
H: 1.05626 -1.14170 4.44423  0.085
O: 2.02863 -2.27284 0.92233  -0.224
N: 2.88134 -1.43188 0.38611  -0.219
C: 3.63182 -1.89104 -0.63498  -0.037
C: 4.55784 -1.10256 -1.25878  -0.080
C: 4.70953 0.21478 -0.81819  -0.084
C: 3.92599 0.67043 0.20771  -0.091
C: 2.96794 -0.14212 0.84222  -0.674
S: 1.91432 0.37674 2.08206  0.651
H: 3.42119 -2.91753 -0.89313  0.141
H: 5.13813 -1.50919 -2.07349  0.099
H: 5.43207 0.87106 -1.28483  0.100
H: 4.00818 1.68474 0.56636  0.083
C: -1.55528 4.07885 -2.96230  -0.110
C: -1.41705 2.92181 -1.98186  -0.226
C: -0.58764 3.32566 -0.76768  -0.177
N: -0.58616 2.25233 0.21217  0.024
C: -1.34314 2.13672 1.30349  -0.802
S: -2.04225 0.67869 1.74321  0.690
N: -1.65165 3.26634 2.05409  0.109
C: -1.15358 4.55063 2.23737  -0.408
O: -1.85699 5.35029 2.82539  0.077
C: 0.21361 4.94137 1.77502  -0.165
C: 0.38402 6.27299 1.40534  -0.030
C: 1.62377 6.72298 0.98685  -0.082
C: 2.70275 5.84713 0.96387  -0.086
C: 2.53750 4.53100 1.36764  -0.064
C: 1.29224 4.06802 1.77033  -0.032
H: -2.12764 3.78441 -3.84126  0.069
H: -0.57757 4.42613 -3.30335  0.070
H: -2.06389 4.92808 -2.50051  0.068
H: -0.95042 2.06087 -2.46534  0.090
H: -2.39921 2.58745 -1.64085  0.124
H: -0.98476 4.24112 -0.32697  0.111
H: 0.44573 3.53143 -1.05960  0.131
H: -0.24964 1.35834 -0.15499  0.064
H: -2.46588 3.11249 2.64021  0.124
H: -0.46681 6.93865 1.45291  0.116
H: 1.75141 7.75486 0.68748  0.098
H: 3.67464 6.19380 0.63661  0.099
H: 3.38042 3.85571 1.36781  0.092
H: 1.18671 3.03953 2.09096  0.055
C: 1.19973 -0.94011 -3.49558  -0.138
S: 0.15381 -0.84753 -2.07819  0.378
O: 0.83140 0.06700 -1.13067  -0.414
O: -1.12035 -0.33782 -2.53443  -0.312
O: 0.14014 -2.20226 -1.50222  -0.363
H: 1.27801 0.05585 -3.92385  0.064
H: 0.73973 -1.62674 -4.20100  0.066
H: 2.17509 -1.30396 -3.18378  0.046

Values from the calculation:
- total charge = -1
- E_HOMO (spin up / spin down) (eV) = -2.72 / -5.00
- multiplicity = 2
- calculated total energy (hartree) = -3401.8320
- largest force on an atom (Eh/bohr) = 0.012

=====

# 3
Below is a molecular structure, C30H31MoN2O5, with properties calculated with ωB97M-V with the def2-TZVPD basis set.

Each line ends with the Löwdin charge.
Cartesian coordinates (Å):
Mo: -0.56864 0.35198 0.95877  1.745
O: -3.80503 5.63060 0.73398  0.210
C: -3.12849 4.65533 0.70836  -0.205
C: -3.23027 3.48860 -0.31877  -0.243
O: -3.99434 3.38729 -1.23394  0.172
C: -2.20984 2.53779 0.15838  -0.250
C: -1.50393 3.01094 1.20854  -0.228
O: -0.59627 2.15141 1.67074  -0.189
C: -1.95492 4.32470 1.68012  -0.250
O: -1.58516 4.97396 2.61530  0.168
O: -1.90770 1.31416 -0.22303  -0.174
C: 0.03122 0.88444 4.04248  -0.045
N: 0.64405 0.13108 2.90966  -0.349
C: 2.06098 0.54722 2.85017  -0.064
C: 0.56856 -1.32837 3.21066  -0.139
C: -0.88177 -1.69447 3.13914  -0.249
C: -1.50609 -2.60027 3.98275  -0.014
C: -2.88409 -2.75547 3.91872  -0.046
C: -3.63597 -1.99746 3.02989  -0.055
C: -3.00841 -1.10924 2.16655  -0.096
C: -1.62092 -0.96061 2.21206  -0.237
H: 0.52649 0.58275 4.96799  0.109
H: -1.03112 0.67491 4.11553  0.097
H: 0.17622 1.94702 3.88038  0.093
H: 2.52716 0.40510 3.82838  0.109
H: 2.11277 1.59943 2.58187  0.094
H: 2.59358 -0.04556 2.11088  0.074
H: 1.01111 -1.53224 4.18948  0.140
H: 1.17006 -1.85497 2.46326  0.124
H: -0.92792 -3.16309 4.70553  0.124
H: -3.37760 -3.45157 4.58333  0.117
H: -4.71313 -2.09577 3.01015  0.116
H: -3.61634 -0.52017 1.48690  0.106
N: -1.55162 -1.16006 -0.42373  -0.002
C: -1.18162 -1.35000 -1.81888  -0.283
C: -1.71812 -0.52098 -2.79170  -0.027
C: -1.40646 -0.76174 -4.12189  -0.056
C: -0.57170 -1.81423 -4.46873  -0.073
C: -0.03476 -2.62815 -3.48289  -0.068
C: -0.33823 -2.39717 -2.15010  -0.039
H: -1.55554 -2.06536 0.03920  0.115
H: -2.51374 -0.83089 -0.38915  0.096
H: -2.38687 0.28404 -2.51619  0.114
H: -1.83349 -0.13080 -4.89011  0.116
H: -0.34152 -2.00220 -5.50861  0.114
H: 0.61786 -3.44837 -3.74860  0.115
H: 0.06496 -3.04414 -1.37800  0.119
C: 3.08732 1.33090 -0.21195  -0.023
C: 1.82051 0.81741 -0.93443  -0.514
C: 1.00667 2.03582 -1.37270  -0.045
C: 1.02946 -0.05162 0.02832  -0.116
C: 2.28685 -0.05111 -2.11338  -0.189
C: 3.02597 -1.21035 -1.87446  -0.055
C: 3.54827 -1.95415 -2.91846  -0.068
C: 3.34826 -1.54516 -4.23073  -0.077
C: 2.61186 -0.40057 -4.47989  -0.068
C: 2.07676 0.33724 -3.43011  -0.026
H: 2.82740 2.04302 0.57185  0.080
H: 3.70911 1.83955 -0.94895  0.109
H: 3.67856 0.52183 0.21554  0.083
H: 0.70068 2.61753 -0.50017  0.078
H: 0.11848 1.75373 -1.93698  0.082
H: 1.61931 2.69365 -1.98907  0.103
H: 1.45580 -1.05008 0.20370  0.082
H: 3.22400 -1.53881 -0.85915  0.109
H: 4.12549 -2.84486 -2.70725  0.110
H: 3.76818 -2.11410 -5.04951  0.110
H: 2.44693 -0.07158 -5.49774  0.113
H: 1.50072 1.22228 -3.65932  0.110

Values from the calculation:
- total charge = +1
- E_HOMO (eV) = -11.58
- calculated total energy (hartree) = -1715.4186
- largest force on an atom (Eh/bohr) = 0.014
- ΔE to the lowest compared entry with this formula, charge and spin (kcal/mol) = 5.3